Density functional theory data (the ωB97M-V functional and the def2-TZVPD basis) for a 2-piece molecular cluster, C6H13NO2 overall.

Cartesian coordinates (Å):
O1 -1.045 -1.076 0.384
O2 0.516 -1.488 -2.155
N1 1.647 -2.208 0.507
C1 1.724 -1.083 -1.649
C2 -0.986 0.106 0.122
C3 2.230 -1.370 -0.453
C4 -0.272 1.086 1.023
C5 -1.282 1.967 1.760
C6 -1.604 0.673 -1.120
H1 2.029 -2.077 1.433
H2 -1.000 0.332 -1.965
H3 -2.605 0.265 -1.256
H4 3.220 -1.004 -0.214
H5 0.323 0.530 1.751
H6 -1.639 1.763 -1.110
H7 0.631 -2.174 0.531
H8 -1.839 2.594 1.067
H9 2.262 -0.478 -2.357
H10 -0.770 2.612 2.468
H11 0.063 -2.026 -1.495
H12 0.390 1.708 0.421
H13 -1.991 1.348 2.308

Properties
2S+1   1
DFT total energy   -12017.288 eV
Energy relative to the best compared isomer or geometry (same formula, charge and spin)   138.67 kJ/mol
HOMO-LUMO gap   8.4 eV
SMILES   CCC(C)=O.N/C=C\O
Molar mass   131.18 g mol⁻¹

natural (NBO) population analysis, charges in e, atoms 1 to 6: -0.61 -0.70 -0.84 0.03 0.65 -0.12

Density functional theory data (the ωB97M-V functional and the def2-TZVPD basis) for a 2-piece molecular cluster, C6H13NO2 overall in a non-equilibrium geometry.

Cartesian coordinates (Å):
O1 2.710 -1.026 0.591
O2 1.652 -2.679 -0.526
N1 -0.733 1.339 -0.975
C1 -1.674 1.249 0.076
C2 0.162 -0.889 0.688
C3 -0.910 -1.934 0.811
C4 0.466 -0.295 -0.619
C5 0.052 2.554 -0.903
C6 1.628 -1.588 -0.013
H1 0.829 2.540 -1.670
H2 0.532 2.724 0.079
H3 -1.217 0.733 0.971
H4 -2.521 0.621 -0.213
H5 -0.006 -0.757 -1.476
H6 -0.585 3.426 -1.106
H7 -0.718 -2.762 0.125
H8 1.247 0.434 -0.774
H9 -1.889 -1.538 0.537
H10 3.432 -1.673 0.562
H11 -2.030 2.219 0.448
H12 -0.953 -2.334 1.823
H13 0.527 -0.364 1.563

Properties
2S+1   1
DFT total energy   -12013.706 eV
Energy relative to the best compared isomer or geometry (same formula, charge and spin)   484.30 kJ/mol
HOMO-LUMO gap (alpha / beta)   7.5 / 7.5 eV
Molar mass   131.18 g mol⁻¹

natural (NBO) population analysis, charges in e, atoms 1 to 6: -0.70 -0.58 -0.46 -0.43 -0.26 -0.64

Density functional theory data (the ωB97M-V functional and the def2-TZVPD basis) for a 3-piece molecular cluster, C6H13NO2 overall in a non-equilibrium geometry.

Cartesian coordinates (Å):
O1 1.989 -0.008 1.867
O2 -0.165 1.568 1.101
N1 -2.978 1.897 -0.138
C1 2.343 -0.186 -0.549
C2 -0.906 -1.439 -1.054
C3 -0.736 -0.037 -0.548
C4 1.513 -0.540 0.655
C5 -0.401 0.247 0.783
C6 -2.683 0.680 -0.321
H1 3.416 -0.344 -0.364
H2 2.069 -0.794 -1.412
H3 -0.855 -0.335 1.581
H4 -3.506 -0.039 -0.493
H5 2.613 0.713 1.697
H6 2.222 0.870 -0.817
H7 -1.117 -2.137 -0.241
H8 -0.383 0.689 -1.277
H9 -1.727 -1.490 -1.775
H10 1.378 -1.611 0.797
H11 0.073 1.608 2.040
H12 -2.142 2.466 0.058
H13 -0.017 -1.778 -1.591

Properties
2S+1   1
DFT total energy   -12013.602 eV
Energy relative to the best compared isomer or geometry (same formula, charge and spin)   494.27 kJ/mol
HOMO-LUMO gap   7.7 eV
Molar mass   131.18 g mol⁻¹

natural (NBO) population analysis, charges in e, atoms 1 to 6: -0.74 -0.71 -0.65 -0.68 -0.64 -0.21

Density functional theory data (the ωB97M-V functional and the def2-TZVPD basis) for a 2-piece molecular cluster, C6H13NO2 overall in a non-equilibrium geometry.

Cartesian coordinates (Å):
O1 0.665 2.586 -0.179
O2 0.970 1.139 -1.975
N1 1.907 0.660 0.127
C1 -1.286 -0.331 -0.047
C2 2.559 -0.486 -0.182
C3 -0.314 -1.533 0.511
C4 -1.734 -1.757 0.091
C5 -1.831 0.689 0.918
C6 1.082 1.364 -0.633
H1 -2.502 0.257 1.661
H2 -1.883 -2.329 -0.817
H3 1.924 0.961 1.094
H4 -2.375 1.469 0.379
H5 -2.460 -1.983 0.863
H6 -1.229 0.016 -1.072
H7 2.673 -0.748 -1.221
H8 0.444 -2.008 -0.099
H9 0.368 3.100 -0.938
H10 3.224 -0.877 0.564
H11 -0.090 -1.526 1.568
H12 0.910 0.177 -2.091
H13 -1.022 1.160 1.476

Properties
2S+1   1
DFT total energy   -12013.876 eV
Energy relative to the best compared isomer or geometry (same formula, charge and spin)   467.91 kJ/mol
HOMO-LUMO gap (alpha / beta)   6.5 / 6.5 eV
Molar mass   131.18 g mol⁻¹

natural (NBO) population analysis, charges in e, atoms 1 to 6: -0.69 -0.69 -0.45 -0.24 -0.59 -0.42

Density functional theory data (the ωB97M-V functional and the def2-TZVPD basis) for a 3-piece molecular cluster, C6H13NO2 overall in a non-equilibrium geometry.

Cartesian coordinates (Å):
O1 -1.360 2.890 -0.857
O2 2.706 0.546 0.623
N1 2.552 1.235 1.828
C1 0.358 1.390 -1.748
C2 0.045 -1.837 0.217
C3 -1.158 -0.931 0.021
C4 1.400 1.697 2.034
C5 -2.324 -1.636 -0.646
C6 -0.398 2.337 -1.214
H1 0.554 1.545 1.379
H2 -0.785 0.014 -0.658
H3 -1.477 -0.533 0.991
H4 1.108 0.890 -1.127
H5 -2.605 -2.540 -0.092
H6 1.267 2.260 2.942
H7 0.854 -1.293 0.718
H8 0.409 -2.183 -0.746
H9 3.640 0.300 0.610
H10 -3.207 -0.996 -0.676
H11 0.683 1.490 -2.768
H12 -2.057 -1.942 -1.658
H13 -0.205 -2.700 0.826

Properties
2S+1   1
DFT total energy   -12014.209 eV
Energy relative to the best compared isomer or geometry (same formula, charge and spin)   435.78 kJ/mol
HOMO-LUMO gap   9.8 eV
SMILES   C=C=O.C=NO.CCC
Molar mass   131.18 g mol⁻¹

natural (NBO) population analysis, charges in e, atoms 1 to 6: -0.46 -0.58 -0.12 -0.79 -0.62 -0.41

Density functional theory data (the ωB97M-V functional and the def2-TZVPD basis) for a 2-piece molecular cluster, C6H13NO3 overall in a non-equilibrium geometry.

Cartesian coordinates (Å):
O1 0.770 -2.415 0.148
O2 2.498 1.081 0.617
O3 -1.274 -2.181 1.328
N1 0.121 0.108 -0.746
C1 -0.745 -2.321 0.240
C2 -1.404 -3.074 -0.881
C3 0.026 2.664 -0.709
C4 0.218 1.340 -0.009
C5 1.195 1.287 1.138
C6 -1.048 2.113 0.198
H1 0.915 0.453 1.804
H2 -0.975 -2.776 -1.845
H3 -2.483 -2.892 -0.862
H4 -0.265 0.221 -1.677
H5 -1.212 2.595 1.163
H6 -1.952 1.715 -0.266
H7 -1.214 -4.148 -0.747
H8 0.604 3.524 -0.364
H9 3.038 0.627 1.269
H10 1.148 2.227 1.710
H11 -0.156 2.637 -1.784
H12 1.068 -0.551 -0.752
H13 1.128 -2.235 1.027

Properties
2S+1   1
DFT total energy   -14063.670 eV
Energy relative to the best compared isomer or geometry (same formula, charge and spin)   285.55 kJ/mol
HOMO-LUMO gap   9.0 eV
SMILES   NC1(CO)CC1.CC(=O)O
Molar mass   147.17 g mol⁻¹

natural (NBO) population analysis, charges in e, atoms 1 to 6: -0.77 -0.73 -0.57 -0.87 0.84 -0.73